# 1
Molecular formula: C23H33F15O13S
Method: DFT, ωB97M-V with the def2-TZVPD basis set

Computed properties:
- Orbital gap: 11.41 eV
- SMILES string: CCOC(=O)C(F)(F)F.CCOC(=O)C(F)(F)F.CCOC(=O)C(F)(F)F.CCOC(=O)C(F)(F)F.CCOC(=O)C(F)(F)F.CCOS(C)(=O)=O
- Total charge: 0

Last column: Mulliken charge in e.
Cartesian coordinates (Å):
S (-17.542660, 4.783960, -18.009920)  0.985
F (-21.129660, 4.780730, -25.832620)  -0.243
F (-22.551180, 6.189050, -22.061040)  -0.212
F (-14.477610, 5.909140, -27.337830)  -0.184
F (-13.372960, 4.166700, -24.635590)  -0.221
F (-12.430030, 3.866540, -22.803770)  -0.279
F (-20.085940, 3.207990, -26.798390)  -0.280
F (-21.175450, 6.831250, -20.533850)  -0.218
F (-22.866860, 3.340910, -23.343940)  -0.193
F (-22.528750, 1.200940, -23.003010)  -0.231
F (-23.528410, 2.453310, -21.466050)  -0.262
F (-13.616580, 7.473770, -28.733780)  -0.247
F (-15.185400, 7.917060, -27.356430)  -0.270
F (-22.527720, 8.283700, -21.414320)  -0.271
F (-13.943300, 2.490680, -23.318200)  -0.252
F (-20.126940, 3.383570, -24.560960)  -0.183
O (-10.744660, 2.803910, -24.939650)  -0.573
O (-20.379000, 1.625690, -21.749620)  -0.309
O (-18.063710, 4.871010, -24.873560)  -0.159
O (-17.202140, 6.345810, -18.511530)  -0.408
O (-16.744960, 4.482290, -16.842160)  -0.614
O (-17.584510, 3.875010, -19.170540)  -0.438
O (-20.793880, 8.767400, -23.248700)  -0.350
O (-12.132550, 1.076110, -24.443860)  -0.281
O (-15.761800, 7.041900, -30.424590)  -0.549
O (-16.461090, 5.397860, -29.012030)  -0.142
O (-20.981080, 3.798520, -21.196460)  -0.506
O (-19.895260, 6.718850, -23.221020)  -0.449
O (-18.735740, 6.034360, -26.715900)  -0.631
C (-14.737850, 6.943530, -28.152210)  0.871
C (-20.057970, 4.069260, -25.759530)  0.656
C (-17.099870, 5.847190, -24.570250)  0.710
C (-17.728710, 3.393840, -29.352220)  -0.737
C (-21.780550, 7.218810, -21.675640)  0.803
C (-11.407050, 0.022350, -25.071370)  -0.358
C (-19.093420, 1.798210, -21.083760)  0.397
C (-18.032280, 0.721360, -21.385020)  -1.374
C (-16.088630, 5.273950, -23.588680)  -1.030
C (-15.784850, 6.550300, -29.273490)  0.323
C (-11.804720, 2.369310, -24.456640)  0.262
C (-20.041260, 9.396730, -24.235700)  -0.184
C (-18.867000, 5.072990, -25.896050)  0.619
C (-11.904120, -0.195580, -26.488600)  -0.954
C (-22.556150, 2.386960, -22.433730)  0.770
C (-12.953430, 3.208720, -23.801960)  1.060
C (-17.236350, 8.031380, -20.231780)  -1.230
C (-21.187430, 2.720630, -21.744810)  0.472
C (-17.405070, 4.820900, -29.852820)  -0.364
C (-20.576480, 9.028890, -25.629440)  -0.906
C (-19.254680, 5.165920, -17.380070)  -0.746
C (-17.913400, 6.816970, -19.614550)  0.157
C (-20.714780, 7.524730, -22.831110)  0.414
H (-18.356770, 5.351300, -29.885200)  0.265
H (-17.025340, 1.132470, -21.313170)  0.372
H (-18.684500, 2.675210, -21.585520)  -0.054
H (-10.371570, 0.356640, -25.006980)  0.340
H (-19.830380, 5.027110, -18.295160)  0.153
H (-15.762380, 4.351460, -24.068980)  0.086
H (-20.434660, 7.969910, -25.845200)  0.064
H (-19.314180, 6.158860, -16.934400)  0.324
H (-18.633830, 2.937910, -29.753460)  0.356
H (-12.799540, -0.816000, -26.526250)  0.289
H (-18.192530, 0.227590, -22.343460)  0.353
H (-18.119290, 6.036790, -20.347370)  0.325
H (-19.162660, 1.924160, -20.003280)  0.227
H (-17.004650, 4.760180, -30.864790)  0.434
H (-18.953840, 7.047540, -19.385590)  0.211
H (-20.262250, 10.451530, -24.072400)  0.302
H (-11.410610, -0.827460, -24.388780)  0.337
H (-17.712640, 8.493380, -21.096540)  0.245
H (-19.501520, 4.331840, -16.723190)  0.394
H (-17.552690, 6.756240, -24.174420)  -0.139
H (-16.894390, 2.692850, -29.377270)  0.319
H (-16.285580, 7.617520, -20.567720)  0.308
H (-18.983840, 9.155650, -24.126850)  0.245
H (-15.257850, 5.942430, -23.362760)  0.467
H (-20.005210, 9.616600, -26.348010)  0.376
H (-21.655450, 9.169530, -25.693810)  0.353
H (-16.583200, 6.248940, -25.441890)  -0.071
H (-16.622560, 4.996740, -22.679740)  0.120
H (-12.038380, 0.780380, -26.955040)  0.303
H (-11.057880, -0.652750, -27.001400)  0.339
H (-16.771880, 8.834300, -19.659350)  0.359
H (-17.887920, 3.582600, -28.290560)  -0.023
H (-18.100880, -0.068100, -20.636590)  0.362

Atomic forces in eV per Å
-1.2 0.6 0.1
-1.9 1.1 0.0
0.1 0.7 0.0
0.5 0.3 -0.9
-0.5 -0.6 -0.7
0.9 0.6 1.7
0.4 -0.1 0.7
0.1 0.4 -0.5
0.2 -0.8 0.4
-0.5 0.0 -0.1
0.8 -0.5 -1.0
-1.1 -1.4 0.6
-0.6 0.2 -0.1
-0.1 -0.2 0.0
-0.6 -0.3 -0.5
0.7 0.6 -1.8
-3.4 -0.6 1.6
-0.7 0.6 0.4
-0.5 -0.5 -0.2
1.0 -2.1 1.3
-0.2 0.5 -1.6
0.1 1.8 2.1
-2.0 -0.3 2.2
-1.8 0.8 1.1
-0.2 -0.7 4.3
1.6 1.9 2.4
-0.4 -2.5 -1.4
-1.1 0.4 0.6
-1.2 -4.2 2.7
0.0 0.8 -0.1
0.5 -0.7 0.0
1.8 2.0 0.3
0.6 1.0 1.3
0.6 -0.7 -0.6
1.4 0.9 0.3
1.5 0.7 -1.2
-1.2 -0.8 0.4
-1.1 -0.7 -0.4
0.1 -1.1 -4.9
3.0 -0.9 -2.2
0.0 0.0 -1.7
1.4 3.5 -1.2
0.9 0.0 0.5
0.1 1.5 0.8
1.3 0.5 -0.5
2.1 -0.6 -0.6
0.9 0.8 1.4
-1.0 -1.6 -2.1
0.5 -0.5 0.5
1.0 -1.4 -1.4
-2.1 1.0 -1.2
1.4 -0.5 -0.3
0.3 0.5 0.2
-0.2 0.2 -0.1
-0.1 0.5 0.7
0.2 -0.1 -0.7
-0.4 0.4 0.1
0.5 0.0 0.3
0.4 0.0 0.0
0.2 -0.3 -0.1
0.2 0.3 -0.3
0.1 0.2 -0.1
0.1 0.3 -0.2
0.9 -0.2 -0.4
-0.5 0.3 -0.3
0.0 0.3 -0.1
-0.1 0.4 0.9
0.5 0.0 0.1
-0.7 -0.1 -0.2
-0.4 -0.4 0.1
0.1 0.3 0.2
-0.6 -0.3 0.2
0.1 0.1 -0.4
0.1 -0.2 -0.8
0.0 0.1 0.0
-0.1 0.0 -0.2
-0.3 0.0 -0.2
0.1 0.5 0.0
-0.1 -0.6 -0.5
0.2 0.0 0.2
-0.3 -0.1 0.0
-0.3 -0.3 -0.3
-1.1 0.0 1.0
-0.3 -0.4 0.2
0.1 -0.1 0.0

***

# 2
Molecular formula: C28H32BrClF2NO12P
Method: DFT, ωB97M-V with the def2-TZVPD basis set

Computed properties:
- Orbital gap: 7.47 eV
- SMILES string: C#CCc1c(COC)c2c(c(C[C@H](C)Br)c1P(O)Cl)C(=O)C(F)=C(C(=O)NC(=O)F)C2=O.CCOC(=O)OC.CCOC(=O)OC
- Total charge: 0

Last column: Mulliken charge in e.
Cartesian coordinates (Å):
Br (4.398975, -0.272407, 2.486890)  -0.154
Cl (0.314731, -3.772406, 4.385817)  -0.176
P (-0.996074, -2.119094, 4.306524)  0.259
F (1.735339, 2.688344, -0.933599)  -0.312
F (0.565057, 5.243441, -1.761168)  -0.172
O (2.917463, -7.609073, 0.140973)  -0.378
O (1.240260, -6.653495, 1.112350)  -0.380
O (-4.612117, -0.578714, 0.325456)  -0.401
O (-0.457804, -0.947062, 5.390695)  -0.499
O (-0.481562, 4.715546, 0.129484)  -0.445
O (-1.288507, 8.235149, -4.013497)  -0.428
O (3.012565, -7.264615, 2.376495)  -0.565
O (-1.843623, 10.040018, -5.064928)  -0.354
O (-0.219882, 8.736506, -5.945291)  -0.544
O (2.535259, 0.107981, 0.092358)  -0.473
O (-0.529354, 2.652604, -3.654373)  -0.513
O (-1.451221, -0.334990, -2.461291)  -0.531
N (-1.338198, 3.843076, -1.861056)  -0.206
C (2.814925, -1.492536, 2.422683)  0.216
C (0.209264, -0.286846, 0.695798)  0.292
C (-2.718161, -4.810048, 2.972955)  0.043
C (1.388006, 0.429317, -0.000243)  -0.159
C (-1.617663, 10.970252, -6.124393)  -0.637
C (0.304734, -0.782413, 2.028566)  0.868
C (1.584659, -0.616144, 2.874066)  -1.785
C (-0.184825, 1.525015, -1.601708)  0.510
C (-1.037634, 8.975040, -5.096891)  0.757
C (-3.473036, -1.068534, -0.377887)  -0.987
C (-0.420281, 4.610729, -1.040157)  0.519
C (0.936481, 1.607384, -0.904873)  0.809
C (-2.087825, -1.524424, 1.777545)  0.172
C (-3.078776, -3.741591, 2.548968)  -0.513
C (-0.479351, 7.061404, -3.868906)  0.173
C (0.906058, 7.402877, -3.361458)  -1.180
C (-1.001871, -0.396513, -0.070700)  0.603
C (-0.969112, 0.192690, -1.502371)  -0.512
C (-4.702278, 0.837106, 0.269499)  -0.687
C (4.204549, -8.240139, 0.181950)  -0.163
C (-3.304315, -2.242933, 2.419923)  -1.400
C (-0.673959, 2.706087, -2.466654)  -0.305
C (3.164223, -2.641641, 3.446411)  -0.964
C (-2.174229, -0.997714, 0.456528)  0.313
C (0.582852, -6.234272, 2.309297)  -0.159
C (-0.888360, -1.415498, 2.561761)  0.277
C (2.451217, -7.180129, 1.315238)  0.743
C (4.105899, -9.658140, 0.706412)  -1.091
H (2.643452, -2.493378, 4.412106)  0.271
H (-5.752941, 1.093409, 0.524643)  0.276
H (-2.368639, -5.718057, 3.452892)  0.453
H (-4.056234, 1.328086, 1.033275)  0.267
H (4.905221, -7.642285, 0.766803)  0.303
H (1.437015, -0.784649, 3.956187)  0.767
H (1.211562, -5.566698, 2.889506)  -0.098
H (2.697086, -1.929401, 1.413798)  0.503
H (1.449764, 8.006762, -4.088667)  0.387
H (-0.438521, 6.506944, -4.808346)  0.314
H (0.844345, 7.987939, -2.441930)  0.321
H (1.881429, 0.451687, 2.775777)  0.566
H (4.246872, -2.585495, 3.683213)  0.448
H (-2.409819, 11.714358, -6.081066)  0.226
H (3.776832, -9.671731, 1.745847)  0.309
H (4.571126, -8.255907, -0.844184)  0.289
H (-4.232435, -2.126372, 1.834786)  0.478
H (1.481540, 6.503894, -3.169637)  0.313
H (-3.380560, -0.436711, -1.289403)  0.531
H (-4.500804, 1.269180, -0.732618)  0.291
H (-0.319556, -5.699469, 2.021706)  0.211
H (-3.492885, -1.782558, 3.411086)  0.597
H (3.374348, -10.228741, 0.131269)  0.291
H (3.000095, -3.650145, 3.024076)  -0.031
H (0.300336, -7.106049, 2.902275)  0.295
H (-1.530976, 4.464196, -2.656410)  0.398
H (-0.986966, 6.429436, -3.142807)  -0.021
H (5.073314, -10.158180, 0.646721)  0.357
H (-3.671222, -2.091850, -0.761800)  0.283
H (-0.828780, -0.101414, 5.088606)  0.334
H (-0.659113, 11.469769, -5.983068)  0.292
H (-1.652363, 10.479563, -7.096084)  0.298

Atomic forces in eV per Å
-0.3 -0.3 -0.3
-0.1 1.3 0.1
-1.8 -0.4 0.6
-0.4 -0.7 0.0
-1.2 -1.0 0.7
0.0 0.2 0.0
0.1 0.0 0.0
0.4 0.1 -0.5
0.5 -0.5 -1.3
0.2 0.0 -0.3
-0.2 -0.1 0.0
0.0 0.1 0.0
0.0 -0.1 0.0
0.0 0.0 0.0
0.0 0.3 -0.1
-0.3 0.0 0.1
-0.2 0.2 0.0
1.7 0.5 -0.2
0.1 -0.6 1.2
-0.3 0.1 -0.2
0.0 -0.2 0.1
-1.1 0.1 -0.1
0.0 0.3 -0.2
-1.1 -0.6 -0.2
0.3 0.4 -0.7
-1.0 0.8 0.3
0.0 0.1 0.2
0.1 0.5 -0.5
-0.1 -0.3 0.5
0.4 -0.5 0.7
0.3 -0.1 0.4
0.5 1.4 1.0
0.5 -0.2 -0.1
0.2 0.5 -0.2
0.3 0.1 0.4
0.7 0.5 1.0
-0.7 0.6 0.7
0.4 -0.4 0.0
-0.4 -1.0 -0.7
0.4 -1.0 -0.6
0.7 0.5 -0.1
0.9 0.0 0.0
-0.2 0.0 0.1
1.2 0.6 -0.9
-0.1 -0.1 -0.1
-0.2 -0.1 0.2
0.2 -0.3 -0.7
0.6 -0.2 -0.1
-0.4 0.5 -0.6
-0.2 -0.3 -0.5
-0.2 0.0 0.1
-0.3 0.0 -0.7
0.1 -0.2 -0.1
0.3 0.7 0.5
-0.1 -0.1 -0.1
0.0 0.2 -0.1
-0.1 -0.1 0.1
-0.2 -0.7 0.1
-0.7 -0.1 -0.2
0.0 -0.1 0.2
0.1 0.1 0.0
-0.3 0.2 0.0
0.6 0.3 0.2
0.0 0.1 -0.1
0.2 -0.6 0.6
0.1 -0.4 0.4
0.1 0.0 -0.2
0.1 -0.6 -0.4
0.1 0.0 -0.1
-0.3 0.5 0.3
0.1 0.0 0.1
-0.2 -0.4 0.0
-0.3 0.3 0.0
0.0 0.0 0.0
0.0 0.5 0.6
0.2 0.0 0.2
0.0 -0.1 -0.1
0.1 0.0 0.1

***

# 3
Molecular formula: C3HF3
Method: DFT, ωB97M-V with the def2-TZVPD basis set

Computed properties:
- Orbital gap (alpha / beta): 10.52 / 6.97 eV
- Total charge: 0

Last column: natural (NBO) charge in e.
Cartesian coordinates (Å):
F (2.075715, 0.807469, -3.967496)  -0.281
F (3.310999, 2.254379, -2.718429)  -0.299
F (1.224051, 2.829195, -3.471340)  -0.318
C (-0.000996, 0.032845, -0.120669)  -0.447
C (0.522857, 0.016147, -1.200692)  0.086
C (2.114773, 1.816896, -3.157308)  1.027
H (-0.567350, 0.288603, 0.706558)  0.231

Atomic forces in eV per Å
0.8 0.7 -0.5
-1.6 -0.6 -1.5
2.3 -1.9 0.2
0.4 0.2 -0.9
0.6 0.3 -0.5
-1.7 1.3 2.1
-0.7 0.0 1.2

***

Asked for energy across the records above, the calculation gives -3770.46305 -5618.98140 -414.23543 hartree in order.
Asked for F_max across the records above, the calculation gives 5.1 1.9 3.0 eV/Å in order.